[1]
116
Properties=species:S:1:pos:R:3:mulliken_charge:R:1 method="wB97M-V/def2-TZVPD" homo_lumo_gap_ha=0.2558 energy_ev=-101917.169 de_lowest_kcal_mol=0.0 total_charge=+1 lumo_ev=-2.05
Ca 0.73562 -0.53941 0.48925 -0.493
C -2.05657 -3.98323 1.78802 -1.878
C -2.60990 -3.23610 0.57749 0.521
C -2.16374 -3.87776 -0.72708 -1.513
P -2.13612 -1.45207 0.68410 1.447
C -3.02338 -0.90578 2.21931 0.576
C -2.90664 0.60174 2.38569 -1.517
C -4.48788 -1.32760 2.29712 -1.772
C -3.01739 -0.63883 -0.70467 -0.343
C -4.20863 -1.19838 -1.17514 -0.211
C -4.85770 -0.67131 -2.27801 -0.931
C -4.31644 0.42953 -2.92482 -1.010
C -3.14880 1.00300 -2.44806 0.170
C -2.47580 0.50510 -1.32848 0.068
Si -0.88145 1.34154 -0.66202 -0.878
C -0.05993 2.10833 -2.20913 1.169
C 0.00656 3.48152 -2.46322 -0.714
C 0.71055 3.99458 -3.54055 -1.178
C 1.37225 3.13969 -4.40934 -1.026
C 1.31934 1.77450 -4.18605 -0.471
C 0.62163 1.25418 -3.09457 0.368
P 0.50998 -0.55960 -2.82230 1.307
C -0.66576 -1.05022 -4.18771 0.512
C -0.01517 -1.22378 -5.55747 -1.801
C -1.52425 -2.24549 -3.81983 -0.929
C 2.17003 -1.17837 -3.33667 0.599
C 2.22038 -2.69231 -3.15728 -1.664
C 3.24377 -0.48819 -2.50419 -1.436
C -1.46724 2.87275 0.28854 0.974
C -2.48055 3.70774 -0.19455 -0.149
C -2.81739 4.89446 0.42829 -0.990
C -2.12562 5.28865 1.56544 -1.005
C -1.14023 4.46780 2.08086 -0.464
C -0.81457 3.24936 1.47072 -0.117
P 0.43410 2.15241 2.29097 1.436
C -0.01413 2.43511 4.10046 0.521
C 0.82113 3.47921 4.84627 -1.668
C -0.08832 1.16881 4.94433 -1.649
C 2.01599 3.05818 1.99489 0.061
C 2.20808 3.30466 0.50241 -1.491
C 3.18896 2.27048 2.55582 -1.213
H -2.30683 -5.04251 1.72164 0.546
H -2.45386 -3.61200 2.73140 0.383
H -0.97079 -3.91005 1.82982 0.188
H -3.70058 -3.30122 0.62593 0.576
H -1.10476 -3.70055 -0.92945 -0.034
H -2.71533 -3.48593 -1.57586 0.363
H -2.32541 -4.95659 -0.68898 0.540
H -2.46957 -1.38247 3.03726 0.589
H -3.42905 1.13315 1.58820 0.295
H -1.86905 0.93012 2.36218 -0.502
H -3.34058 0.91191 3.33807 0.678
H -5.06146 -0.89497 1.47586 0.293
H -4.92608 -0.95950 3.22658 0.511
H -4.62907 -2.40644 2.28055 0.373
H -4.63188 -2.07132 -0.69447 0.361
H -5.77152 -1.12614 -2.63517 0.459
H -4.80763 0.84197 -3.79625 0.458
H -2.73745 1.86226 -2.96673 0.498
H -0.50311 4.16973 -1.79962 0.483
H 0.74191 5.06331 -3.70637 0.457
H 1.92492 3.53212 -5.25180 0.462
H 1.84702 1.11733 -4.86396 0.293
H -1.32341 -0.17480 -4.23782 0.277
H 0.67222 -2.06816 -5.58530 0.299
H 0.52364 -0.33601 -5.88266 0.339
H -0.78941 -1.42103 -6.30094 0.492
H -0.92537 -3.14882 -3.68206 0.230
H -2.24880 -2.44684 -4.61038 0.536
H -2.07051 -2.05029 -2.90223 -0.227
H 2.34866 -0.95504 -4.39131 0.764
H 2.02986 -2.96548 -2.11677 0.103
H 3.20055 -3.08486 -3.43467 0.540
H 1.47589 -3.20805 -3.76153 0.328
H 3.12502 -0.72483 -1.43890 -0.134
H 3.23427 0.59334 -2.61866 0.316
H 4.24054 -0.85144 -2.76630 0.596
H -3.01585 3.42180 -1.09292 0.375
H -3.60526 5.51745 0.02735 0.433
H -2.35958 6.22423 2.05443 0.439
H -0.63110 4.78765 2.97603 0.230
H -1.03744 2.81315 4.01419 0.525
H 1.86152 3.16843 4.94973 0.259
H 0.42720 3.60736 5.85602 0.458
H 0.82078 4.45822 4.37348 0.351
H 0.90324 0.82004 5.23313 0.441
H -0.60690 0.35471 4.43426 0.136
H -0.62640 1.37837 5.86917 0.543
H 1.96021 4.02339 2.50850 0.714
H 2.22456 2.36712 -0.06775 -0.003
H 3.16143 3.80562 0.32483 0.624
H 1.41411 3.91344 0.07452 0.317
H 3.30886 1.33625 2.00066 -0.035
H 3.07622 2.01076 3.60923 0.252
H 4.11918 2.83053 2.44806 0.545
C 1.66636 -4.70909 0.19931 -1.719
C 2.32582 -3.48264 0.76059 1.169
C 3.48182 -2.97185 0.17761 -0.064
C 4.18914 -1.91623 0.74883 0.185
C 5.45495 -1.40602 0.12344 -1.632
C 3.71491 -1.36671 1.93230 -0.117
C 2.55981 -1.84679 2.54814 0.344
C 2.10079 -1.27301 3.85207 -1.050
C 1.85528 -2.88196 1.93517 -0.390
H 2.18783 -5.06107 -0.68890 0.367
H 0.62613 -4.53244 -0.06488 0.148
H 1.67531 -5.51331 0.93551 0.490
H 3.86854 -3.43567 -0.71992 0.349
H 5.31165 -0.40812 -0.29523 0.259
H 5.78722 -2.05830 -0.68166 0.364
H 6.25475 -1.33624 0.86001 0.480
H 4.29004 -0.59292 2.42467 0.514
H 1.61351 -0.31139 3.69143 -0.347
H 2.94034 -1.09988 4.52542 0.462
H 1.38923 -1.92808 4.35280 0.404
H 0.98397 -3.29160 2.43217 0.231

[2]
170
Properties=species:S:1:pos:R:3:mulliken_charge:R:1 method="wB97M-V/def2-TZVPD" homo_lumo_gap_ha=0.2666 energy_ev=-628336.286 lumo_ev=-0.57
C 4.77385 -0.40517 2.94804 -0.525
C 5.45025 -0.36358 1.53931 0.951
N 4.47328 0.03517 0.46622 0.296
C 5.14554 0.82228 -0.57342 -0.862
C 5.54772 2.23436 -0.04020 -0.743
C 3.95172 -1.17011 -0.04262 -0.115
S 4.26224 -1.75061 -1.54498 -0.166
S 2.86688 -2.17907 0.98522 -0.039
C 1.44798 -1.05129 1.34986 -0.408
C 0.37110 -1.92598 1.99706 -0.815
C -0.97930 -1.20698 2.25005 -2.189
C -1.37510 -0.35114 1.04968 1.334
C -1.72527 -0.99107 -0.16092 0.916
C -1.74306 -2.50442 -0.28448 -1.003
C -3.03245 -3.11542 -0.90451 -1.082
C -4.36223 -2.46090 -0.42671 0.028
S -5.35009 -1.83520 -1.84506 -0.289
C -2.04287 -0.18198 -1.23577 0.659
F -2.34155 -0.71287 -2.42372 -0.547
C -2.02401 1.20895 -1.16012 -0.041
C -2.33891 2.00986 -2.38868 0.619
C -3.59858 2.55650 -2.64175 -0.499
C -3.76013 3.25310 -3.83416 -0.963
N -2.83295 3.47182 -4.75434 -0.535
C -1.66258 2.91174 -4.48451 -0.501
C -1.33312 2.19621 -3.34256 -0.089
C -1.71641 1.81703 0.02600 0.603
C -1.38783 1.02707 1.15223 0.369
C -1.08628 1.97274 2.31734 -0.725
O -0.53103 1.79508 3.35996 -0.469
N -1.61577 3.23195 1.83437 0.267
P -3.08157 3.69566 2.64011 0.358
N -3.53329 2.65930 3.72022 -0.461
C -1.64233 3.29407 0.40725 -0.298
O -1.59286 4.28619 -0.26333 -0.542
H 5.41541 -0.01030 3.73821 -0.103
H 4.47965 -1.44744 3.13755 0.270
H 3.82736 0.14534 2.85114 0.145
H 6.28656 0.34284 1.61558 0.011
H 5.86409 -1.35003 1.27413 -0.760
H 6.09341 0.31302 -0.81785 0.415
H 4.53674 0.98116 -1.46595 0.543
H 5.01462 2.45125 0.89918 0.280
H 6.61714 2.26546 0.21764 -0.078
H 5.37910 3.01836 -0.78769 0.393
H 1.16686 -0.61567 0.38163 0.187
H 1.78389 -0.22218 1.98909 0.241
H 0.75822 -2.20861 2.98721 0.433
H 0.26318 -2.86005 1.43544 0.447
H -1.77076 -1.93895 2.46015 0.509
H -0.89683 -0.57232 3.13931 0.792
H -1.53643 -3.02980 0.64918 0.064
H -0.91298 -2.76360 -0.96703 0.326
H -2.93331 -3.17111 -1.99414 0.424
H -3.07575 -4.16623 -0.57424 0.284
H -4.96545 -3.25455 0.03696 0.171
H -4.22571 -1.68137 0.33237 0.292
H -4.74795 -2.24842 -2.98543 0.008
H -4.37926 2.41127 -1.89680 0.610
H -4.74343 3.70246 -4.00994 0.353
H -0.87486 3.04102 -5.23208 0.284
H -0.35737 1.76047 -3.13835 0.589
H -2.88901 4.93273 3.29673 0.065
H -4.10260 3.78019 1.65556 -0.061
H -4.44547 2.28680 3.47299 0.082
C 7.99663 -3.66079 1.73481 -0.288
Cl 6.50771 -3.49583 0.79810 -0.084
Cl 8.70581 -2.08260 2.11075 -0.147
H 7.77051 -4.17279 2.66390 0.333
H 8.70940 -4.23637 1.15648 0.184
C 9.08076 4.18034 1.47112 -0.234
Cl 8.55280 2.51972 1.78491 -0.137
Cl 8.08687 4.94606 0.22571 -0.097
H 8.99428 4.75391 2.38938 0.200
H 10.12396 4.17073 1.13614 0.237
C -5.01743 -0.50093 4.79510 -0.582
Cl -3.66555 -0.49354 3.65359 0.024
Cl -6.24279 0.71233 4.37768 -0.108
H -5.47733 -1.48328 4.78894 0.318
H -4.63426 -0.27543 5.78439 0.375
C 1.42051 -5.81966 3.32219 -0.487
Cl -0.09584 -5.52081 2.46028 -0.055
Cl 2.26811 -4.30674 3.66693 -0.063
H 1.19740 -6.31916 4.25882 0.357
H 2.05656 -6.44740 2.70780 0.308
C -7.67171 -3.40192 0.54242 -0.059
Cl -6.81112 -3.19256 2.07754 -0.114
Cl -7.81313 -5.10807 0.09747 -0.152
H -8.66472 -2.98362 0.63976 0.421
H -7.12158 -2.88239 -0.23855 -0.100
C -7.56630 -5.14268 -3.97975 -0.076
Cl -6.07368 -5.70370 -3.21109 -0.139
Cl -7.73553 -3.38922 -3.86019 -0.108
H -7.54668 -5.42183 -5.02756 0.350
H -8.41042 -5.60810 -3.48620 -0.029
C 0.53474 6.05404 -5.95901 -0.213
Cl 0.90547 4.45928 -6.63112 -0.180
Cl 1.97593 6.82749 -5.29322 -0.155
H 0.13308 6.67957 -6.74812 0.297
H -0.19839 5.93501 -5.16802 0.196
C 0.93279 2.68615 -9.82891 0.218
Cl 0.31849 1.11501 -9.29483 -0.122
Cl -0.08639 3.38708 -11.09003 -0.167
H 0.94811 3.35619 -8.97716 -0.193
H 1.93543 2.55593 -10.22090 0.297
C -5.46310 4.95931 -0.76466 -0.141
Cl -6.08865 3.39084 -0.22956 -0.120
Cl -6.48754 5.67151 -2.01339 -0.165
H -5.42875 5.63064 0.08668 0.398
H -4.46446 4.81738 -1.16901 0.078
C -9.82122 0.23653 2.48654 0.085
Cl -11.32671 0.59345 1.62750 -0.172
Cl -8.89965 1.70221 2.82505 -0.148
H -10.06106 -0.25024 3.42569 0.293
H -9.21705 -0.41758 1.87455 -0.073
C -4.22695 -0.50453 -5.82063 -0.386
Cl -4.00287 0.76165 -4.60131 0.206
Cl -3.22664 -0.20786 -7.25095 -0.143
H -3.94619 -1.46147 -5.39101 0.153
H -5.26926 -0.52429 -6.12064 0.360
C -6.17237 -7.23522 2.70487 0.295
Cl -5.90014 -8.75082 1.83651 -0.183
Cl -4.64079 -6.47533 3.16236 -0.125
H -6.73279 -6.56004 2.06060 -0.218
H -6.73932 -7.44384 3.60548 0.344
C 6.22156 8.02269 -0.52499 -0.102
Cl 7.10905 8.35502 0.96572 -0.133
Cl 6.32965 9.37212 -1.66170 -0.172
H 6.64195 7.13828 -0.99119 0.099
H 5.17891 7.85411 -0.27976 0.297
C 7.66463 -6.14871 -1.79407 -0.266
Cl 8.49712 -6.55916 -0.28660 -0.156
Cl 7.90459 -4.45821 -2.24455 -0.123
H 8.05505 -6.77884 -2.58535 0.325
H 6.60256 -6.32760 -1.66566 0.236
C 7.36509 3.05340 5.36508 -0.124
Cl 6.84352 1.39743 5.69969 -0.149
Cl 6.36324 3.81294 4.12108 -0.151
H 7.29006 3.63190 6.28016 0.132
H 8.39425 3.03242 5.02052 0.249
C -11.27558 -3.86791 -2.10042 -0.367
Cl -11.01478 -5.40600 -2.93231 -0.173
Cl -9.75406 -3.10621 -1.61221 -0.039
H -11.80155 -3.19579 -2.76926 0.326
H -11.87239 -4.05211 -1.21414 0.274
C 8.79442 2.25037 8.99571 -0.291
Cl 10.15449 2.44924 7.88366 -0.144
Cl 7.48292 3.37349 8.62172 -0.143
H 8.41845 1.23643 8.91185 0.270
H 9.13746 2.43872 10.00687 0.329
C -3.13517 -7.87372 2.05890 -0.028
Cl -1.59875 -8.42404 2.74083 -0.207
Cl -2.95891 -7.38722 0.36727 -0.146
H -3.85490 -8.68237 2.11772 0.284
H -3.48666 -7.02197 2.63148 -0.021
C -0.76414 -1.96937 -11.38070 0.087
Cl -0.79006 -3.64463 -10.81466 -0.160
Cl -2.25532 -1.55218 -12.23219 -0.154
H -0.65350 -1.31207 -10.52532 -0.046
H 0.07332 -1.84096 -12.05732 0.275
C 0.72869 2.86259 6.25498 0.171
Cl 2.10417 2.28836 7.20943 -0.168
Cl 0.64252 4.62938 6.24340 -0.180
H 0.83663 2.51092 5.23636 -0.074
H -0.18568 2.47104 6.68635 0.254
C 11.65483 7.06683 1.32986 -0.224
Cl 11.37816 5.66706 0.28538 -0.140
Cl 11.55744 6.62722 3.04015 -0.149
H 12.64191 7.46614 1.12579 0.312
H 10.89776 7.81420 1.11656 0.241

[3]
134
Properties=species:S:1:pos:R:3:mulliken_spin:R:1 method="wB97M-V/def2-TZVPD" homo_lumo_gap_ha="0.2711 / 0.2235" energy_ev=-240571.620 spin_multiplicity=5 total_charge=+1 lumo_ev="-2.45 / -3.99"
Rh 0.25451 -0.12535 -0.13979 1.361
C -1.98686 -1.88452 1.33513 0.071
N -1.90030 -0.56836 0.68162 0.053
C -2.26887 0.47069 1.65330 -0.022
C -2.83800 -0.55046 -0.45549 0.004
C -2.52967 0.58123 -1.42136 -0.010
N -1.10397 0.62478 -1.80257 0.123
C -0.80852 -0.23659 -2.96633 -0.010
C -1.14037 -1.68895 -2.77107 -0.009
C -2.10059 -2.26305 -3.58068 -0.007
C -2.44907 -3.60724 -3.46510 0.010
C -1.75281 -4.34815 -2.52546 -0.002
C -0.75889 -3.82971 -1.68549 -0.008
C -0.48107 -2.45764 -1.78991 -0.017
O 0.43021 -1.87534 -0.97483 0.084
C -0.04146 -4.84913 -0.78008 0.011
C 1.01333 -4.27132 0.16436 -0.132
C 0.67389 -5.86355 -1.68911 0.002
C -1.06443 -5.59429 0.09103 0.018
C -3.54179 -4.19376 -4.35394 0.000
C -3.76293 -5.68273 -4.09029 0.000
C -3.15327 -4.01554 -5.82771 0.001
C -4.85832 -3.45214 -4.08136 0.001
C -0.64906 2.00303 -2.08456 -0.016
C -0.90588 2.96842 -0.96163 -0.003
C -1.70412 4.07138 -1.21009 -0.006
C -1.97992 5.01378 -0.22592 0.015
C -1.38455 4.81000 1.00809 -0.007
C -0.55039 3.73179 1.31850 0.031
C -0.34199 2.77010 0.31582 -0.011
O 0.42515 1.68419 0.56101 0.069
C 0.00783 3.69616 2.75429 -0.012
C -1.15577 3.51314 3.73987 0.002
C 0.71208 5.03261 3.05005 0.002
C 1.03561 2.59926 3.04142 0.019
C -2.89268 6.19919 -0.52896 -0.001
C -2.26978 7.04655 -1.64646 0.002
C -3.10313 7.09084 0.69468 0.001
C -4.26131 5.67863 -0.98831 0.001
H -3.02141 -2.09383 1.63144 0.004
H -1.35886 -1.90156 2.22596 0.015
H -1.64963 -2.65592 0.64618 -0.039
H -3.27081 0.27885 2.05461 -0.001
H -2.25113 1.45673 1.19331 0.003
H -1.55165 0.46472 2.47212 0.016
H -3.86511 -0.44488 -0.08295 -0.001
H -2.77076 -1.51348 -0.95574 0.001
H -2.77970 1.53627 -0.96048 -0.001
H -3.15481 0.47664 -2.31597 0.003
H 0.25673 -0.11807 -3.17758 0.003
H -1.36006 0.13775 -3.83885 0.001
H -2.58915 -1.63743 -4.31924 -0.001
H -1.98000 -5.39951 -2.43314 0.000
H 1.81609 -3.77593 -0.38162 -0.003
H 1.44423 -5.09624 0.73787 0.009
H 0.58808 -3.55268 0.86675 0.124
H 1.39301 -5.35966 -2.33710 0.000
H -0.02503 -6.40713 -2.32373 -0.001
H 1.21240 -6.59391 -1.08235 0.000
H -1.56420 -4.91374 0.78239 -0.006
H -0.55617 -6.35744 0.68353 0.000
H -1.83170 -6.09289 -0.49946 0.000
H -2.86303 -6.26683 -4.28992 0.000
H -4.54907 -6.05358 -4.74866 0.000
H -4.07812 -5.87016 -3.06227 0.000
H -2.22070 -4.53681 -6.04881 0.000
H -3.02232 -2.96487 -6.08834 0.000
H -3.93355 -4.42293 -6.47291 0.000
H -5.15928 -3.56710 -3.03834 0.000
H -5.65444 -3.85180 -4.71181 0.000
H -4.76933 -2.38565 -4.29362 0.000
H -1.14313 2.37520 -2.99149 -0.004
H 0.42098 1.93420 -2.30446 0.007
H -2.12037 4.18788 -2.20457 -0.001
H -1.58197 5.52546 1.79109 -0.001
H -1.91176 4.29022 3.62395 0.000
H -0.78777 3.55117 4.76691 0.000
H -1.64321 2.54779 3.59170 0.000
H 0.03811 5.88547 3.00384 0.000
H 1.52293 5.20557 2.33983 0.000
H 1.13823 5.00709 4.05451 -0.001
H 0.61570 1.60196 2.94126 0.075
H 1.39137 2.72500 4.06669 0.008
H 1.89753 2.67237 2.37708 -0.023
H -1.29335 7.42855 -1.34436 0.000
H -2.91325 7.89698 -1.87746 0.000
H -2.13775 6.46964 -2.56264 0.000
H -2.16672 7.53224 1.04068 0.000
H -3.55502 6.54135 1.52277 0.000
H -3.77584 7.90886 0.43495 0.000
H -4.18018 5.06936 -1.88921 0.000
H -4.92587 6.51467 -1.21225 0.000
H -4.72711 5.07269 -0.20888 0.000
C -0.07559 -4.29478 4.28756 0.877
As 1.40222 -1.05348 2.17407 0.809
C 1.12923 -0.91734 4.10206 0.160
C 3.13691 -1.95088 2.08284 0.052
C 4.25317 -1.13013 1.41546 0.054
C 5.54197 -1.95282 1.55558 -0.003
C 3.99619 -0.97799 -0.09243 -0.011
As 2.58160 0.14892 -0.83643 0.100
C 3.21552 1.96904 -0.70758 0.010
C 2.91142 -0.27398 -2.69639 -0.008
C 4.41750 0.21732 2.13145 -0.053
As 5.99665 1.29742 1.60051 0.002
C 7.23115 0.70328 3.00004 0.001
C 5.41800 2.93655 2.50469 0.001
H 0.40756 -4.65898 5.17907 0.015
H 0.38236 -4.45273 3.32342 0.091
H -1.05444 -3.84812 4.35308 0.028
H 1.94378 -0.32349 4.51896 0.027
H 1.12792 -1.91073 4.55294 -0.030
H 0.18371 -0.42127 4.30994 -0.004
H 3.00073 -2.88697 1.53462 -0.022
H 3.42882 -2.20483 3.10436 0.013
H 5.41920 -2.94258 1.11206 0.000
H 5.80050 -2.08262 2.60811 0.000
H 6.38068 -1.46479 1.05416 0.002
H 3.81019 -1.96335 -0.53045 -0.001
H 4.89599 -0.57943 -0.57189 -0.004
H 4.29074 2.01260 -0.87677 0.002
H 2.96058 2.36473 0.27115 -0.002
H 2.69612 2.56106 -1.46157 0.002
H 3.98183 -0.23481 -2.89762 0.000
H 2.40788 0.44616 -3.34087 0.001
H 2.53025 -1.27344 -2.89895 0.003
H 4.48894 0.04706 3.21068 0.032
H 3.53454 0.84724 1.97292 0.063
H 7.59473 -0.29981 2.78778 0.000
H 6.74469 0.71518 3.97569 0.000
H 8.08557 1.37876 3.01947 0.000
H 4.63921 3.43216 1.92591 0.000
H 6.26664 3.61449 2.58421 0.000
H 5.04045 2.71882 3.50421 0.000